A 4-piece molecular cluster, C27H62N4OS overall at a distorted geometry. Source: OMol25; level of theory: wB97M-V/def2-TZVPD.

The energy comes out at -47841.44669 eV. The SMILES is CCCCC[C@@H]1C[C@@H](S)C(=O)N1.CCN(CC)CC.CCN(CC)CC.CCN(CC)CC. The charge is 0.

Each line ends with the Mulliken charge.
Geometry (Å):
C: -1.47 3.82 0.57  -0.71
C: -0.87 4.25 -0.92  -0.34
C: -1.16 3.02 -1.96  -0.25
C: 0.17 2.36 -2.66  -0.82
C: 1.03 1.35 -1.70  -0.46
C: 0.03 0.26 -0.98  0.41
C: 0.63 -1.06 -0.24  -0.09
C: -0.54 -2.22 -0.51  -0.12
S: -1.25 -3.11 1.01  -0.23
C: -1.81 -1.27 -1.02  0.42
O: -3.11 -1.32 -0.70  -0.53
N: -1.05 -0.29 -1.93  -0.49
H: -0.91 4.34 1.46  0.29
H: -2.63 4.03 0.65  0.13
H: -1.34 2.66 0.71  0.13
H: -1.52 5.18 -1.28  0.25
H: 0.24 4.62 -0.88  0.32
H: -1.81 3.49 -2.85  0.15
H: -1.87 2.26 -1.42  0.23
H: 0.91 3.20 -3.07  0.37
H: -0.18 1.77 -3.63  0.29
H: 1.77 0.75 -2.42  0.31
H: 1.74 1.89 -0.92  -0.03
H: -0.59 0.79 -0.13  -0.28
H: 1.75 -1.37 -0.38  0.13
H: 0.54 -0.76 0.91  0.08
H: -0.17 -2.93 -1.40  0.27
H: -2.52 -3.61 0.61  0.16
H: -0.42 -0.95 -2.49  0.36
C: 6.16 -0.30 4.19  -1.36
C: 5.76 0.82 3.24  -0.34
N: 5.11 0.37 2.00  0.15
C: 4.95 1.45 1.02  -0.66
C: 4.02 2.60 1.38  -0.80
C: 3.95 -0.50 2.16  -0.43
C: 2.76 0.05 2.95  -0.88
H: 6.85 -1.01 3.70  0.33
H: 6.67 0.11 5.06  0.43
H: 5.29 -0.86 4.56  0.27
H: 6.68 1.36 2.98  0.44
H: 5.13 1.53 3.79  0.27
H: 4.62 1.02 0.06  0.34
H: 5.94 1.87 0.81  0.36
H: 2.97 2.32 1.28  0.00
H: 4.19 3.44 0.69  0.40
H: 4.19 2.98 2.39  0.33
H: 4.27 -1.43 2.64  0.34
H: 3.59 -0.82 1.18  0.07
H: 3.07 0.60 3.85  0.31
H: 2.12 -0.78 3.28  0.35
H: 2.14 0.70 2.34  0.11
C: -6.27 7.00 -3.31  -1.41
C: -5.95 5.52 -3.13  -0.30
N: -5.59 5.14 -1.76  0.22
C: -5.07 3.77 -1.66  0.01
C: -6.03 2.62 -2.00  -1.24
C: -6.54 5.51 -0.71  -0.66
C: -7.96 4.96 -0.82  -0.99
H: -5.42 7.62 -3.02  0.32
H: -6.49 7.20 -4.36  0.43
H: -7.15 7.30 -2.74  0.30
H: -5.11 5.29 -3.80  0.42
H: -6.80 4.93 -3.50  0.23
H: -4.67 3.60 -0.66  0.10
H: -4.20 3.68 -2.33  -0.02
H: -6.73 2.44 -1.19  0.27
H: -5.46 1.70 -2.14  0.44
H: -6.59 2.80 -2.92  0.26
H: -6.60 6.60 -0.67  0.40
H: -6.13 5.23 0.27  0.32
H: -8.35 4.99 -1.84  0.24
H: -8.64 5.55 -0.20  0.38
H: -8.02 3.93 -0.46  0.29
C: 2.62 -4.89 -0.68  -1.13
C: 2.94 -6.37 -0.50  -0.40
N: 3.30 -6.75 0.87  0.07
C: 3.82 -8.12 0.97  -0.71
C: 2.86 -9.26 0.64  -0.95
C: 2.35 -6.38 1.92  -0.61
C: 0.93 -6.93 1.81  -0.93
H: 3.47 -4.26 -0.38  0.30
H: 2.40 -4.68 -1.73  0.49
H: 1.74 -4.58 -0.10  0.08
H: 3.78 -6.60 -1.16  0.42
H: 2.08 -6.95 -0.87  0.25
H: 4.22 -8.28 1.98  0.35
H: 4.68 -8.20 0.30  0.41
H: 2.16 -9.45 1.45  0.22
H: 3.43 -10.19 0.50  0.39
H: 2.30 -9.09 -0.28  0.27
H: 2.28 -5.28 1.96  0.25
H: 2.76 -6.65 2.90  0.36
H: 0.54 -6.90 0.79  0.21
H: 0.25 -6.33 2.43  0.35
H: 0.87 -7.95 2.17  0.32

***

C27H63AlF4N3O7 as an isolated structure. Source: OMol25; level of theory: wB97M-V/def2-TZVPD.

The energy comes out at -65289.32427 eV. The charge is -1.

Each line ends with the Mulliken charge.
Geometry (Å):
C: 2.98 1.94 3.17  -1.52
C: 2.54 1.79 1.71  0.78
C: 2.20 3.17 1.14  -1.40
C: 1.39 0.80 1.46  -1.40
C: 0.19 0.81 2.43  2.26
C: 0.42 -0.10 3.64  -2.08
C: -1.11 0.38 1.71  -1.14
O: -1.96 1.44 1.40  -0.29
Al: -2.89 2.32 2.61  0.27
C: -2.71 4.33 2.12  0.70
F: -3.44 4.66 0.96  -0.31
F: -3.26 5.14 3.12  -0.33
C: -1.36 4.99 1.84  -0.01
F: -0.55 4.92 2.93  -0.31
F: -0.72 4.34 0.82  -0.17
H: 2.25 2.53 3.74  0.27
H: 3.10 0.98 3.67  0.23
H: 3.94 2.46 3.22  0.47
H: 3.42 1.42 1.16  0.36
H: 1.86 3.09 0.10  0.38
H: 3.06 3.83 1.17  0.49
H: 1.39 3.63 1.71  0.08
H: 1.79 -0.22 1.40  0.34
H: 0.99 1.03 0.47  0.42
H: 0.03 1.83 2.78  -0.23
H: -0.44 -0.04 4.32  0.41
H: 1.31 0.15 4.22  0.33
H: 0.51 -1.14 3.31  0.38
H: -1.62 -0.38 2.32  0.29
H: -0.83 -0.12 0.77  0.29
H: -2.31 2.10 4.11  -0.33
H: -4.48 2.02 2.50  -0.42
H: -1.47 6.04 1.56  0.23
C: -2.99 2.83 -1.61  -0.65
O: -3.40 2.70 -2.97  -0.44
C: -3.00 1.50 -3.60  -0.55
C: -4.20 0.65 -3.95  0.03
N: -4.83 0.11 -2.75  -0.25
C: -6.10 -0.55 -2.98  -0.71
C: -7.26 0.30 -3.48  -0.51
O: -7.74 1.24 -2.53  -0.43
C: -7.05 2.47 -2.48  -0.52
H: -3.26 3.83 -1.29  0.21
H: -3.48 2.11 -0.95  0.28
H: -1.91 2.70 -1.50  0.39
H: -2.31 0.94 -2.95  0.35
H: -2.48 1.75 -4.52  0.13
H: -3.88 -0.18 -4.58  0.23
H: -4.87 1.28 -4.56  0.11
H: -4.93 0.84 -2.06  0.05
H: -6.41 -1.02 -2.04  0.38
H: -5.94 -1.36 -3.71  0.38
H: -8.10 -0.37 -3.69  0.36
H: -7.01 0.81 -4.41  0.35
H: -6.65 2.75 -3.46  0.26
H: -6.22 2.46 -1.77  0.20
H: -7.76 3.23 -2.15  0.28
C: 5.95 -4.09 4.63  -0.73
O: 5.31 -4.48 5.82  -0.35
C: 6.00 -4.12 7.01  -0.80
C: 5.22 -3.08 7.80  -0.21
N: 5.18 -1.82 7.09  -0.27
C: 4.35 -0.79 7.70  -0.83
C: 2.85 -1.06 7.79  -0.47
O: 2.22 -1.11 6.53  -0.29
C: 2.15 -2.38 5.91  -0.68
H: 5.38 -4.51 3.81  0.25
H: 5.99 -3.00 4.51  0.30
H: 6.98 -4.47 4.58  0.35
H: 6.99 -3.73 6.77  0.41
H: 6.12 -5.02 7.62  0.38
H: 5.71 -2.93 8.76  0.37
H: 4.22 -3.50 8.00  0.19
H: 4.87 -1.98 6.14  0.06
H: 4.49 0.13 7.13  0.38
H: 4.72 -0.60 8.71  0.42
H: 2.40 -0.22 8.32  0.35
H: 2.63 -1.97 8.35  0.35
H: 2.06 -3.18 6.66  0.34
H: 3.04 -2.59 5.30  0.25
H: 1.28 -2.39 5.27  0.21
C: 1.73 -4.19 -7.55  -0.74
O: 1.70 -3.39 -6.39  -0.36
C: 2.54 -2.24 -6.44  -0.80
C: 1.70 -0.98 -6.41  -0.17
N: 0.92 -0.85 -7.63  -0.29
C: -0.01 0.27 -7.64  -1.18
C: -1.13 0.28 -6.61  -0.08
O: -2.08 -0.76 -6.78  -0.44
C: -1.79 -1.96 -6.10  -0.65
H: 1.14 -5.08 -7.34  0.25
H: 1.30 -3.67 -8.42  0.31
H: 2.75 -4.49 -7.80  0.36
H: 3.15 -2.26 -7.34  0.42
H: 3.20 -2.26 -5.57  0.39
H: 2.38 -0.12 -6.33  0.36
H: 1.10 -0.99 -5.49  0.17
H: 0.41 -1.71 -7.77  0.15
H: -0.47 0.31 -8.63  0.40
H: 0.56 1.20 -7.52  0.42
H: -1.68 1.22 -6.73  0.45
H: -0.74 0.26 -5.58  0.26
H: -1.28 -1.77 -5.15  0.26
H: -1.17 -2.64 -6.69  0.27
H: -2.74 -2.45 -5.89  0.30

***

C27H63BaN9O9 as an isolated structure at a distorted geometry. Source: OMol25; level of theory: wB97M-V/def2-TZVPD.

The energy comes out at -61551.13873 eV. As for the relative energy (zero: lowest compared OMol25 entry of this formula, charge and spin): 3.2 kcal per mole. The charge is +2.

Each line ends with the Mulliken charge.
Geometry (Å):
Ba: 0.17 0.08 -0.40  0.83
C: -3.05 -0.95 7.00  -1.08
C: -2.05 -0.17 6.21  0.78
O: -2.25 0.99 5.89  -0.61
N: -0.87 -0.74 5.83  -0.20
C: 0.19 0.19 5.40  -0.58
H: -3.17 -0.47 7.96  0.30
H: -2.72 -1.98 7.16  0.34
H: -3.96 -0.93 6.40  0.26
H: -0.54 -1.54 6.32  0.27
H: 1.01 -0.49 5.13  0.43
H: 0.45 0.96 6.12  0.31
H: -0.11 0.60 4.44  -0.16
C: 1.28 3.27 3.08  -1.24
C: 0.95 3.43 1.60  0.47
O: 0.41 2.54 0.96  -0.08
N: 1.17 4.60 1.01  -0.11
C: 1.07 4.76 -0.44  -0.69
H: 1.43 2.21 3.30  -0.05
H: 0.38 3.62 3.58  0.43
H: 2.14 3.85 3.39  0.50
H: 1.74 5.26 1.53  0.30
H: 1.22 3.85 -0.99  -0.09
H: 1.82 5.48 -0.77  0.41
H: 0.09 5.13 -0.72  0.39
C: 4.22 0.67 1.89  -1.19
C: 3.46 -0.49 1.30  0.68
O: 2.23 -0.45 1.26  -0.41
N: 4.18 -1.56 0.81  -0.21
C: 3.52 -2.71 0.22  -0.48
H: 4.83 1.19 1.16  0.29
H: 4.93 0.43 2.67  0.49
H: 3.55 1.41 2.31  -0.02
H: 5.19 -1.48 0.87  0.23
H: 4.08 -3.02 -0.67  0.34
H: 2.54 -2.37 -0.15  -0.06
H: 3.36 -3.57 0.89  0.34
C: -3.04 1.37 2.94  -0.67
C: -3.15 0.54 1.70  0.40
O: -2.19 0.27 0.97  0.22
N: -4.39 0.07 1.34  -0.17
C: -4.50 -0.89 0.26  -0.38
H: -2.14 1.02 3.47  -0.33
H: -3.93 1.38 3.54  0.47
H: -2.83 2.41 2.74  0.22
H: -5.18 0.27 1.94  0.26
H: -5.53 -0.89 -0.12  0.42
H: -4.24 -1.92 0.52  0.16
H: -3.87 -0.56 -0.54  -0.20
C: -2.93 -3.37 -2.14  -0.89
C: -2.49 -2.02 -2.58  0.50
O: -1.68 -1.33 -1.94  0.05
N: -2.90 -1.59 -3.78  -0.20
C: -2.65 -0.26 -4.26  -0.58
H: -3.85 -3.78 -2.58  0.49
H: -3.07 -3.36 -1.06  -0.10
H: -2.14 -4.08 -2.39  0.23
H: -3.58 -2.17 -4.26  0.27
H: -2.05 -0.07 -5.14  0.33
H: -2.20 0.34 -3.46  -0.19
H: -3.65 0.15 -4.38  0.42
C: -1.92 -3.46 1.99  -1.51
C: -0.70 -3.45 1.09  0.52
O: -0.11 -2.42 0.78  -0.29
N: -0.26 -4.65 0.68  -0.10
C: -0.72 -5.94 1.18  -1.07
H: -2.74 -3.91 1.44  0.44
H: -2.16 -2.49 2.37  0.05
H: -1.72 -4.05 2.89  0.47
H: 0.65 -4.63 0.25  0.31
H: -0.23 -6.67 0.53  0.39
H: -1.78 -6.08 1.00  0.32
H: -0.47 -6.19 2.22  0.33
C: 0.65 -3.22 -3.61  -0.59
C: 1.74 -2.27 -3.18  0.31
O: 1.52 -1.42 -2.33  -0.41
N: 2.96 -2.38 -3.68  -0.19
C: 4.13 -1.56 -3.46  -0.71
H: 1.06 -4.01 -4.21  0.62
H: -0.04 -2.62 -4.19  0.20
H: 0.23 -3.59 -2.67  -0.24
H: 3.01 -3.09 -4.39  0.22
H: 4.34 -0.94 -4.34  0.36
H: 5.01 -2.04 -3.07  0.38
H: 3.84 -0.86 -2.68  0.00
C: 2.79 1.76 -3.67  -1.44
C: 3.09 2.12 -2.24  0.52
O: 2.51 1.53 -1.35  0.01
N: 3.96 3.10 -1.99  -0.13
C: 4.34 3.53 -0.61  -0.66
H: 3.71 1.46 -4.19  0.44
H: 2.39 2.64 -4.18  0.44
H: 2.07 0.95 -3.71  0.02
H: 4.44 3.57 -2.74  0.25
H: 4.37 4.62 -0.62  0.35
H: 5.30 3.10 -0.33  0.34
H: 3.58 3.23 0.09  -0.04
C: -0.70 3.52 -3.98  -1.17
C: -1.40 2.86 -2.83  0.18
O: -0.74 2.03 -2.18  0.21
N: -2.67 3.20 -2.51  -0.09
C: -3.26 2.76 -1.28  -0.51
H: -0.22 4.43 -3.62  0.30
H: -1.33 3.77 -4.82  0.51
H: 0.08 2.82 -4.28  0.07
H: -3.07 3.96 -3.06  0.26
H: -3.18 1.66 -1.21  -0.19
H: -4.30 3.09 -1.23  0.41
H: -2.75 3.16 -0.40  0.22